DFT (wB97M-V/def2-TZVPD) results for C45H95F4N7O13PtS4 as an isolated structure.

The geometry in XYZ format:
```
169
Properties=species:S:1:pos:R:3:forces:R:3:mulliken_spin:R:1
Pt 1.123103 2.008763 -2.129761 0.86 1.62 -0.51 0.784
N 1.218423 1.005053 -0.380441 -3.75 -1.87 2.93 0.069
S 2.024983 0.382753 0.795069 10.11 1.61 3.91 -0.008
O 2.147653 -1.065647 0.828459 -1.78 1.28 0.38 0.031
O 2.212873 1.233043 2.012859 -1.62 -2.75 -2.86 0.014
F 3.476763 0.704723 0.115249 -0.70 -0.02 -0.25 0.000
S -0.234587 0.424673 0.394809 -4.12 1.22 -0.84 0.019
O -0.517757 0.837663 1.810509 0.70 -1.76 -4.70 0.016
O -0.633867 -0.918227 -0.098431 0.60 1.82 1.16 0.005
F -1.155267 1.354183 -0.569041 0.08 -0.79 1.41 -0.006
N -0.979017 6.132903 -2.100191 -1.59 -4.51 0.56 -0.001
S -1.511687 4.533283 -2.244991 1.99 -2.38 -6.84 0.000
O -2.898567 4.207863 -2.012321 0.78 0.11 0.63 0.002
O -0.525917 3.434753 -2.038051 -2.38 2.79 -0.05 0.017
F -1.481487 4.611843 -3.899991 -0.12 -0.18 1.56 0.001
S -1.300787 5.958653 -0.563421 0.61 6.56 7.83 0.000
O -0.556107 4.978453 0.231879 -1.19 0.04 -1.70 0.003
O -2.630917 6.322483 -0.074121 1.32 -1.56 -1.44 0.000
F -0.521827 7.304653 -0.121571 -0.04 -0.57 -0.52 0.000
C 2.030423 7.409563 3.740019 0.07 1.06 1.00 0.000
C 1.831323 5.919103 3.793759 -0.13 -0.96 0.04 0.000
C 2.676183 5.376363 5.021319 -0.92 0.75 -1.36 0.000
C 2.233133 4.014253 5.476389 0.53 0.35 1.04 0.000
C 0.717083 3.800873 5.635929 1.04 0.47 -0.96 0.000
C -0.159017 4.371653 4.466369 -0.44 0.31 0.18 0.000
N 0.330023 5.695143 3.975929 2.87 -0.49 3.03 0.000
O -0.406477 6.239743 2.959969 -0.44 -0.44 -0.50 0.000
C -0.218147 3.350783 3.346569 0.83 -1.04 -0.56 -0.001
C -1.537567 4.626763 5.049879 -0.98 0.23 -0.29 0.000
C 2.440523 5.335633 2.492999 -0.96 -0.77 -0.49 0.000
H 1.888683 7.784073 4.753799 0.36 0.05 0.27 0.000
H 1.320173 8.052383 3.219989 0.01 -0.69 -0.80 0.000
H 3.051943 7.619243 3.422809 -0.02 0.21 -0.03 0.000
H 3.725963 5.373863 4.727979 0.03 -0.19 -0.30 0.000
H 2.690273 6.102093 5.834479 -0.65 -0.01 0.16 0.000
H 2.708113 3.952613 6.455519 -0.23 -0.49 0.38 0.000
H 2.705313 3.187253 4.946089 -0.19 0.15 -0.59 0.000
H 0.350993 4.200953 6.581449 0.09 -0.05 -0.02 0.000
H 0.738053 2.711073 5.638429 -1.21 -0.09 0.17 0.000
H -0.651617 3.666443 2.397589 0.20 0.45 -0.07 0.001
H 0.799693 2.994853 3.187179 0.15 0.28 -0.54 0.000
H -0.691687 2.379513 3.489749 -0.56 0.24 0.97 -0.001
H -2.261537 5.042423 4.349039 0.21 -0.07 -0.62 0.000
H -1.982187 3.685193 5.372169 0.09 -0.04 0.47 0.000
H -1.546187 5.398703 5.819379 0.36 -0.36 0.39 0.000
H 1.971833 5.895243 1.683519 0.77 0.34 -0.36 0.000
H 2.226113 4.310963 2.189389 -0.69 -0.38 0.69 0.000
H 3.526893 5.247013 2.500049 0.09 1.10 -0.08 0.000
H -0.401597 5.520403 2.324259 -0.31 0.19 -1.13 0.000
C -1.130907 1.528553 -5.043251 0.35 -0.11 -0.49 0.021
C -0.087567 0.422703 -5.311461 -0.87 0.46 -0.96 -0.037
C 0.651353 0.873043 -6.628951 0.88 -0.89 -0.16 0.001
C 1.920713 -0.036737 -6.889781 -2.95 1.57 -0.16 0.002
C 2.790233 0.060423 -5.681621 0.70 -0.47 -1.20 0.001
C 2.188733 -0.320837 -4.366451 1.02 0.64 2.59 -0.004
N 0.873583 0.342643 -4.169181 0.71 1.14 -2.23 0.021
O 0.271493 0.094093 -2.924651 -0.51 -1.70 -1.49 0.054
C 2.233423 -1.859537 -4.238311 -0.93 0.10 -0.66 -0.004
C 3.122313 0.257513 -3.196221 -0.67 -0.96 -0.10 0.001
C -0.913947 -0.889537 -5.645691 1.21 0.77 0.05 0.013
H -0.652477 2.427693 -4.654991 -0.22 -0.31 0.93 -0.009
H -1.989947 1.089493 -4.535931 0.10 0.66 0.65 0.001
H -1.518717 1.954623 -5.968541 -0.11 -0.56 -0.42 0.000
H -0.045407 0.899533 -7.466761 -0.37 -0.95 0.04 0.000
H 0.881213 1.936483 -6.694971 0.64 0.17 1.07 0.000
H 2.438513 0.280333 -7.795011 0.08 -0.04 0.11 0.000
H 1.539783 -1.044377 -7.056091 0.19 -0.20 -0.03 0.000
H 3.251443 1.047993 -5.671771 0.26 -0.17 0.17 0.001
H 3.453373 -0.763147 -5.946331 1.25 0.56 0.72 0.000
H 1.320623 -2.223827 -3.766931 0.17 -0.25 0.47 0.005
H 2.212613 -2.284487 -5.241851 -0.04 -0.17 -0.06 0.000
H 3.137943 -2.234267 -3.759231 -0.22 0.16 0.22 0.000
H 3.227413 1.340343 -3.128871 -0.10 0.42 -0.64 0.002
H 2.735503 -0.031277 -2.218941 -0.14 -0.39 -0.04 0.002
H 4.130723 -0.156267 -3.197461 0.04 -0.03 -0.40 -0.002
H -0.248727 -1.736737 -5.812561 -0.07 -0.14 0.04 0.000
H -1.406227 -0.663387 -6.591521 -0.23 -0.20 0.13 0.000
H -1.659327 -1.137047 -4.889881 0.03 0.06 0.09 -0.007
H -0.069137 -0.792887 -3.061861 -0.35 -0.51 0.53 0.002
C -6.612647 0.260203 -0.624731 1.60 -1.67 -0.40 0.075
C -6.743577 1.654263 -0.070811 -0.66 1.21 -0.19 -0.047
C -7.571927 1.695483 1.242759 -0.70 -1.31 0.84 0.007
C -6.864987 1.562633 2.623869 1.32 -0.01 -0.30 -0.011
C -5.522487 2.292233 2.624599 -0.49 0.53 -1.35 0.012
C -4.627957 1.904283 1.425879 2.14 2.32 1.19 -0.001
N -5.334957 2.163433 0.178319 0.24 -1.31 -1.83 0.696
O -4.544127 2.148663 -0.990371 -2.18 -0.68 1.96 0.080
C -3.350307 2.877803 1.482599 -1.50 -0.73 -0.18 0.055
C -4.047967 0.491763 1.502809 -2.09 -0.65 0.09 0.119
C -7.497887 2.490033 -1.111561 0.14 1.48 0.09 0.029
H -7.482827 -0.232437 -1.058541 -0.65 0.43 0.96 0.000
H -6.095797 -0.344267 0.120649 -0.58 -0.51 0.08 -0.006
H -5.962327 0.142473 -1.491521 0.44 0.89 -0.09 -0.002
H -8.409187 2.392343 1.204249 0.59 0.58 -0.03 0.000
H -8.089147 0.736573 1.209869 -0.40 0.02 -0.27 -0.001
H -6.742937 0.483593 2.718119 0.26 0.03 0.64 0.001
H -7.348307 1.947533 3.521839 -0.87 -0.20 -0.48 0.000
H -4.948027 2.385273 3.546249 0.00 -0.91 0.05 0.000
H -5.778337 3.340093 2.467709 -0.01 0.31 -0.20 -0.010
H -2.670807 2.522643 0.707839 0.14 0.76 0.06 -0.001
H -3.736067 3.895913 1.430149 0.50 0.19 -0.58 -0.015
H -2.870327 2.799523 2.458099 -0.08 -0.33 -0.06 0.009
H -4.889647 -0.114767 1.837129 0.09 -0.39 0.45 0.015
H -3.862657 0.045083 0.525949 1.07 0.41 0.14 -0.011
H -3.303487 0.501573 2.298889 0.35 -0.26 -0.62 -0.015
H -7.798057 3.444463 -0.679041 0.21 0.15 0.13 -0.004
H -8.455927 2.054773 -1.395821 0.29 -0.53 0.05 -0.001
H -6.926037 2.750353 -2.002251 0.09 -0.45 -0.03 0.000
H -4.172087 3.030793 -1.061271 1.08 1.08 -0.18 0.023
C 5.833533 -3.765787 0.025169 0.09 -0.33 0.40 0.000
C 6.097113 -4.888837 1.078709 -0.18 -0.16 -1.04 0.000
C 7.490313 -4.821037 1.675379 1.61 0.70 0.07 0.000
C 7.742473 -3.682997 2.689159 -1.43 0.05 -0.46 0.000
C 6.623393 -3.729697 3.743189 2.21 -0.29 -1.35 0.000
C 5.212383 -3.810237 3.163329 1.03 0.43 2.55 0.001
N 5.132383 -4.893927 2.167689 1.11 -0.06 1.67 0.000
O 3.825003 -5.036527 1.697929 -0.91 0.36 -0.81 0.000
C 4.522573 -4.203387 4.508479 -1.67 -0.99 -1.71 0.000
C 4.792713 -2.419067 2.794299 0.17 1.18 -0.57 -0.002
C 6.113293 -6.263447 0.344629 -0.78 0.91 0.19 0.000
H 6.443373 -3.938587 -0.861591 0.27 0.13 0.10 0.000
H 4.804393 -3.766637 -0.333961 -0.16 -0.13 0.27 0.000
H 6.031013 -2.784767 0.457259 0.10 -0.02 -0.25 0.000
H 7.771753 -5.821137 2.005049 -0.14 0.07 0.66 0.000
H 8.154673 -4.674417 0.823769 0.12 0.12 -0.18 0.000
H 8.695563 -3.559127 3.203349 0.25 -0.80 -0.31 0.000
H 7.647673 -2.755987 2.123689 -0.06 0.24 -0.10 0.000
H 6.804913 -2.845577 4.354329 -0.71 -0.08 0.34 0.000
H 6.827423 -4.632277 4.319219 -0.10 0.05 0.29 0.000
H 4.845793 -5.227887 4.692949 -0.15 0.06 0.51 0.000
H 3.452323 -4.210547 4.302079 -0.47 -0.19 0.33 0.000
H 4.640503 -3.536367 5.362459 0.54 0.02 -0.35 0.000
H 4.684833 -1.784577 3.674009 -0.53 -0.35 0.34 0.000
H 3.898413 -2.341637 2.175969 0.08 -0.03 0.01 0.001
H 5.628783 -1.886857 2.340599 -0.11 -0.10 -0.73 0.000
H 6.968593 -6.314017 -0.329171 0.08 0.03 0.13 0.000
H 6.172323 -7.049397 1.097559 -0.17 -0.13 -0.23 0.000
H 5.217153 -6.324137 -0.272911 -0.11 -0.43 0.12 0.000
H 3.328963 -5.282967 2.482029 -0.03 -0.28 0.09 0.000
C 0.403593 -4.125237 -0.808101 1.40 0.52 -0.30 0.046
C -0.813707 -4.539537 -1.621851 0.25 -1.87 2.11 0.012
C -1.489107 -5.592787 -0.720841 -1.20 -0.05 -0.13 0.018
C -2.899907 -5.866997 -1.125401 -1.85 -0.33 0.06 -0.016
C -3.823057 -4.615937 -1.094491 1.33 -1.33 -0.56 0.008
C -3.216627 -3.496167 -1.985761 -2.98 -0.29 1.14 -0.013
N -1.750807 -3.397737 -1.760191 -0.05 -0.15 -2.64 0.572
O -1.154947 -2.324197 -2.396601 -1.58 -1.59 0.30 0.118
C -3.610837 -3.738427 -3.492321 1.83 0.42 0.15 0.091
C -4.035537 -2.263357 -1.536441 1.42 1.60 -1.41 0.051
C -0.309587 -5.197697 -2.939841 -0.99 0.93 -0.90 0.085
H 0.556823 -3.048517 -0.880911 0.40 -0.13 0.53 -0.005
H 1.299853 -4.612277 -1.192311 0.01 0.26 -0.56 -0.003
H 0.446923 -4.518407 0.207599 -0.72 0.66 0.16 0.002
H -0.995977 -6.562807 -0.783881 0.59 0.34 0.08 -0.002
H -1.540147 -5.291997 0.325589 0.52 0.27 -0.02 -0.009
H -3.340857 -6.544887 -0.394551 0.11 -0.35 -0.13 0.000
H -2.880317 -6.399957 -2.076011 -0.42 0.15 -0.24 0.001
H -4.036627 -4.390437 -0.049681 0.79 0.78 0.16 -0.001
H -4.849347 -4.792967 -1.416181 0.21 -0.30 -0.69 -0.001
H -3.324827 -4.749367 -3.782641 -0.38 0.07 -0.18 0.001
H -4.628027 -3.449007 -3.756271 -0.19 -0.52 0.73 0.005
H -3.034797 -3.022227 -4.078281 0.34 -0.14 -0.18 -0.004
H -3.973337 -1.501967 -2.313961 0.69 0.46 -0.05 -0.001
H -5.115817 -2.386387 -1.613631 0.12 -0.92 0.92 0.000
H -3.616847 -1.821667 -0.632171 -0.56 -0.18 0.24 -0.004
H 0.266133 -6.092907 -2.704791 0.13 0.36 0.24 0.003
H 0.254993 -4.469327 -3.521931 0.41 -0.10 0.23 -0.003
H -1.088257 -5.511237 -3.635161 -0.39 -0.07 0.27 0.003
H -0.863187 -1.843217 -1.618701 0.88 1.59 1.24 0.040
```
Positions in Å, forces in eV/Å.

Computed properties:
Charge   +1
Highest occupied orbital energy (alpha / beta)   -8.78 / -8.78 eV
Electronic energy   -142684.3931 eV
2S+1   4